# C2H6N2O

C2H6N2O in the gas phase (ωB97M-V with the def2-TZVPD basis set, OMol25).

HOMO-LUMO gap = 0.3636 hartree
E_LUMO = 0.94 eV
SMILES = CO/C=N\N
total energy = -264.41642 Eh
relative energy (zero: lowest compared OMol25 entry of this formula, charge and spin) = 107.2 kcal per mole

CARTESIAN COORDINATES (ANGSTROEM)
C (1.702, -0.118, 0.035)
C (-0.517, 0.689, 0.056)
H (2.166, 0.547, -0.697)
H (2.228, -0.871, 0.198)
H (1.933, 0.341, 1.000)
H (0.194, 1.574, -0.012)
H (-2.927, -0.769, -0.489)
H (-1.236, -0.987, -0.116)
N (-1.753, 0.648, -0.035)
N (-2.189, -0.594, 0.185)
O (0.398, -0.461, -0.125)